{
  "formula": "H28O14",
  "method": "ωB97M-V with the def2-TZVPD basis set",
  "symbols": ["O", "H", "H", "O", "H", "H", "O", "H", "H", "O", "H", "H", "O", "H", "H", "O", "H", "H", "O", "H", "H", "O", "H", "H", "O", "H", "H", "O", "H", "H", "O", "H", "H", "O", "H", "H", "O", "H", "H", "O", "H", "H"],
  "xyz": [[3.851, -2.489, -1.215], [3.094, -2.888, -1.734], [3.284, -1.813, -0.801], [-3.983, 1.014, -0.969], [-4.451, 0.514, -1.642], [-4.602, 1.610, -0.542], [-0.750, -0.387, 1.269], [0.010, -1.016, 1.390], [-1.228, -0.800, 0.542], [2.634, 2.659, 2.437], [2.950, 3.492, 2.797], [1.680, 2.630, 2.581], [-0.566, 1.705, -4.168], [-0.809, 2.332, -3.473], [0.102, 1.230, -3.634], [-1.874, -1.074, -2.175], [-1.029, -0.713, -2.479], [-2.268, -0.549, -1.486], [1.716, -1.855, 1.273], [2.370, -1.593, 1.925], [1.531, -1.199, 0.592], [0.801, -0.541, -1.854], [0.865, 0.297, -1.382], [1.752, -0.736, -1.939], [-3.847, -2.025, 2.061], [-4.296, -2.873, 2.046], [-3.408, -1.863, 1.219], [-0.715, 2.620, 2.341], [-1.298, 1.844, 2.341], [-1.074, 3.326, 2.880], [1.073, 2.237, -0.229], [1.547, 3.062, -0.116], [0.662, 1.959, 0.608], [3.502, 0.201, -1.265], [3.390, 0.568, -0.379], [4.426, -0.068, -1.330], [-2.763, 1.093, 3.647], [-3.694, 0.818, 3.623], [-2.445, 0.207, 3.410], [1.561, -3.496, -2.113], [1.408, -4.360, -2.491], [0.890, -3.079, -1.568]],
  "mulliken_charge": [-0.694, 0.479, 0.272, -0.590, 0.310, 0.281, -0.528, 0.364, 0.238, -0.621, 0.297, 0.336, -0.622, 0.330, 0.307, -0.621, 0.344, 0.273, -0.663, 0.303, 0.324, -0.550, 0.259, 0.257, -0.603, 0.297, 0.316, -0.589, 0.336, 0.262, -0.549, 0.278, 0.283, -0.603, 0.302, 0.299, -0.680, 0.318, 0.306, -0.640, 0.277, 0.306],
  "total_charge": 0,
  "orbital_gap_ev": 10.37,
  "relative_energy_kj_mol": 184.8,
  "homo_energy_ev": -10.31
}

=====

{
  "formula": "H28O14",
  "method": "ωB97M-V with the def2-TZVPD basis set",
  "symbols": ["O", "H", "H", "O", "H", "H", "O", "H", "H", "O", "H", "H", "O", "H", "H", "O", "H", "H", "O", "H", "H", "O", "H", "H", "O", "H", "H", "O", "H", "H", "O", "H", "H", "O", "H", "H", "O", "H", "H", "O", "H", "H"],
  "xyz": [[-1.896, -2.902, -0.078], [-1.509, -2.162, 0.317], [-2.655, -2.819, -0.835], [-0.600, -0.845, -2.572], [-0.876, -1.626, -2.920], [0.287, -0.642, -2.846], [1.182, 2.186, 2.362], [1.455, 1.262, 2.303], [0.103, 2.187, 2.507], [-1.379, -0.526, 1.955], [-0.450, -0.237, 2.068], [-1.704, -0.769, 2.717], [2.871, 2.588, -0.077], [2.783, 1.654, 0.334], [2.390, 3.238, 0.486], [-0.417, 1.829, 0.141], [-0.821, 2.585, 0.486], [-0.218, 2.186, -0.654], [-2.644, 0.272, -0.162], [-2.066, 0.997, -0.507], [-2.413, -0.172, 0.470], [-0.965, 1.897, 3.191], [-1.114, 1.535, 4.135], [-1.240, 1.315, 2.491], [2.785, 0.204, 0.179], [1.901, 0.127, 0.177], [3.158, -0.496, -0.267], [-1.945, 0.665, -3.390], [-2.662, 0.045, -3.597], [-1.431, 0.124, -2.681], [0.841, -0.587, 2.780], [0.852, -1.337, 2.232], [0.551, -0.906, 3.594], [0.684, -0.283, -0.017], [0.433, -0.747, -0.760], [0.048, 0.474, 0.114], [0.039, -3.789, -1.896], [-0.421, -3.264, -1.446], [0.612, -4.224, -1.242], [1.882, 0.096, -3.185], [2.844, -0.159, -2.860], [1.720, 1.025, -3.047]],
  "mulliken_charge": [-0.751, 0.369, 0.337, -0.460, 0.264, 0.342, -0.759, 0.324, 0.300, -0.666, 0.491, 0.124, -0.707, 0.375, 0.270, -0.328, 0.241, 0.187, -0.615, 0.382, 0.229, -0.594, 0.342, 0.434, -0.698, 0.621, 0.243, -0.760, 0.262, 0.367, -0.603, 0.297, 0.279, -0.119, 0.146, -0.065, -0.552, 0.243, 0.307, -0.741, 0.325, 0.316],
  "total_charge": 0,
  "orbital_gap_ev": 8.98,
  "relative_energy_kj_mol": 892.6,
  "homo_energy_ev": -9.50
}

=====

{
  "formula": "H28O14",
  "method": "ωB97M-V with the def2-TZVPD basis set",
  "symbols": ["H", "H", "H", "H", "H", "H", "H", "H", "H", "H", "H", "H", "H", "H", "H", "H", "H", "H", "H", "H", "H", "H", "H", "H", "H", "H", "H", "H", "O", "O", "O", "O", "O", "O", "O", "O", "O", "O", "O", "O", "O", "O"],
  "xyz": [[0.030, 1.481, 0.095], [0.411, 0.031, 0.436], [2.002, -4.036, 0.078], [2.422, -4.711, 1.295], [-2.330, -2.658, 0.373], [-2.556, -2.553, -1.100], [1.222, 3.736, 2.477], [1.615, 2.605, 1.500], [0.881, 0.219, -2.786], [0.730, 0.361, -1.291], [-1.643, 1.140, 2.682], [-1.500, -0.337, 2.425], [3.185, -2.906, -0.805], [4.293, -2.031, -0.020], [-3.382, 1.404, -0.053], [-3.723, 2.772, 0.172], [3.338, 2.648, -1.754], [2.936, 1.291, -2.368], [-4.173, -1.179, 0.796], [-4.963, -2.097, 1.842], [-0.336, -2.750, -3.723], [0.187, -1.389, -3.434], [-1.858, 0.643, -1.624], [-1.403, -0.706, -2.306], [0.568, 3.512, -0.304], [-0.598, 4.243, -0.392], [1.931, 0.330, 3.788], [2.358, 0.403, 5.176], [-0.311, 0.639, 0.444], [2.303, -4.911, 0.305], [-2.040, -2.221, -0.418], [1.027, 3.267, 1.680], [0.462, -0.228, -2.084], [-0.932, 0.519, 2.470], [3.294, -2.203, -0.144], [-3.251, 2.239, -0.495], [3.576, 1.980, -2.424], [-4.146, -2.033, 1.216], [-0.307, -1.842, -4.146], [-1.211, 0.219, -2.092], [0.258, 4.394, -0.072], [1.632, 0.713, 4.585]],
  "mulliken_charge": [0.157, 0.230, 0.281, 0.341, 0.277, 0.270, 0.230, 0.257, 0.341, 0.174, 0.254, 0.276, 0.344, 0.294, 0.229, 0.301, 0.317, 0.304, 0.318, 0.296, 0.332, 0.395, 0.241, 0.255, 0.191, 0.323, 0.277, 0.298, -0.436, -0.632, -0.515, -0.485, -0.607, -0.510, -0.625, -0.560, -0.640, -0.624, -0.639, -0.410, -0.544, -0.574],
  "total_charge": 0,
  "orbital_gap_ev": 7.44,
  "relative_energy_kj_mol": 953.6,
  "homo_energy_ev": -7.72
}

=====

{
  "formula": "H28O14",
  "method": "ωB97M-V with the def2-TZVPD basis set",
  "symbols": ["H", "H", "H", "H", "H", "H", "H", "H", "H", "H", "H", "H", "H", "H", "H", "H", "H", "H", "H", "H", "H", "H", "H", "H", "H", "H", "H", "H", "O", "O", "O", "O", "O", "O", "O", "O", "O", "O", "O", "O", "O", "O"],
  "xyz": [[-1.006, -0.683, 0.572], [0.562, -0.494, 0.182], [2.358, 1.365, 1.876], [2.745, 0.895, 0.430], [1.907, -1.884, 2.353], [1.057, -0.726, 1.939], [-3.082, -0.497, 2.049], [-2.627, 0.341, 0.842], [3.603, -1.018, -2.030], [3.315, -0.560, -0.485], [-1.456, 5.457, 0.542], [-0.986, 4.215, -0.198], [0.858, -0.610, -1.463], [-0.370, -1.517, -1.451], [3.811, 2.575, 0.426], [3.635, 3.867, -0.534], [-3.691, -2.182, 1.845], [-3.216, -1.397, 0.586], [0.273, -2.770, -0.252], [1.113, -3.662, -1.296], [-3.534, 0.290, -1.317], [-2.026, 0.208, -0.800], [0.532, 1.702, -0.395], [0.596, 3.169, -0.295], [-5.432, 0.501, -0.540], [-4.935, -0.783, -1.189], [3.186, -3.153, 1.235], [2.628, -4.065, 0.116], [-0.411, -0.217, -0.036], [2.738, 0.609, 1.344], [1.311, -1.662, 1.657], [-2.793, 0.325, 1.784], [3.143, -0.345, -1.394], [-1.290, 5.107, -0.396], [0.381, -1.286, -1.982], [3.298, 3.406, 0.217], [-3.102, -2.272, 1.073], [0.744, -2.791, -1.185], [-2.578, 0.505, -1.516], [0.889, 2.452, 0.220], [-5.335, -0.443, -0.403], [3.029, -3.210, 0.271]],
  "mulliken_charge": [0.360, 0.185, 0.379, 0.140, 0.281, 0.206, 0.370, 0.100, 0.299, 0.293, 0.334, 0.321, 0.328, 0.430, 0.327, 0.290, 0.292, 0.307, 0.256, 0.136, 0.324, 0.343, 0.302, 0.202, 0.332, 0.353, 0.255, 0.279, -0.347, -0.602, -0.580, -0.606, -0.642, -0.622, -0.671, -0.564, -0.612, -0.484, -0.600, -0.556, -0.620, -0.517],
  "total_charge": 0,
  "orbital_gap_ev": 7.10,
  "relative_energy_kj_mol": 869.0,
  "homo_energy_ev": -7.13
}

=====

{
  "formula": "H28O14",
  "method": "ωB97M-V with the def2-TZVPD basis set",
  "symbols": ["O", "H", "H", "O", "H", "H", "O", "H", "H", "O", "H", "H", "O", "H", "H", "O", "H", "H", "O", "H", "H", "O", "H", "H", "O", "H", "H", "O", "H", "H", "O", "H", "H", "O", "H", "H", "O", "H", "H", "O", "H", "H"],
  "xyz": [[1.050, 0.440, -3.296], [0.223, -0.081, -3.182], [1.505, -0.002, -2.637], [-1.458, -2.013, -0.194], [-2.303, -2.510, -0.365], [-0.799, -2.563, 0.075], [-1.912, -1.138, 2.404], [-1.662, -1.598, 1.541], [-1.488, -0.229, 2.205], [0.443, 2.795, 0.147], [-0.382, 2.631, -0.051], [0.968, 2.954, -0.676], [-1.331, 0.160, -3.029], [-1.277, 0.721, -3.744], [-1.531, 0.441, -2.064], [1.542, -1.452, 2.636], [1.864, -0.671, 2.280], [1.320, -1.100, 3.628], [0.613, -0.056, -0.051], [0.020, -0.735, -0.293], [0.411, 0.740, 0.209], [-0.240, -2.202, -3.059], [-0.830, -1.728, -2.220], [-0.085, -3.124, -2.948], [2.232, 0.811, 1.335], [3.071, 0.584, 1.094], [1.498, 0.368, 0.914], [1.211, -2.373, 0.227], [1.398, -2.009, 1.127], [1.717, -3.134, 0.228], [1.090, 3.635, 2.398], [0.537, 4.458, 2.387], [0.958, 3.237, 1.483], [-2.397, 1.020, -0.526], [-2.145, 1.975, -0.718], [-3.269, 0.829, -0.366], [-2.059, 1.193, 2.277], [-2.959, 1.175, 2.592], [-2.106, 1.166, 1.408], [2.261, -0.645, -1.434], [1.401, -0.639, -0.844], [2.914, -1.336, -0.881]],
  "mulliken_charge": [-0.795, 0.350, 0.445, -0.700, 0.267, 0.270, -0.759, 0.376, 0.396, -0.645, 0.153, 0.321, -0.683, 0.280, 0.425, -0.759, 0.346, 0.355, 0.521, -0.166, -0.002, -0.600, 0.342, 0.263, -0.738, 0.279, 0.363, -0.574, 0.401, 0.222, -0.701, 0.262, 0.474, -0.679, 0.313, 0.240, -0.591, 0.332, 0.338, -0.794, 0.567, 0.284],
  "total_charge": 0,
  "orbital_gap_ev": 8.47,
  "relative_energy_kj_mol": 887.3,
  "homo_energy_ev": -9.18
}